Here is C4H8O2 in the gas phase in a non-equilibrium geometry from the Open Molecules 2025 dataset. Energies are from wB97M-V/def2-TZVPD.

Positions of all 14 atoms, in Å:
1 C -1.564309 -1.263436 -0.534721
2 O -0.316518 -0.674572 -0.837831
3 C -0.191979 0.600683 -0.273213
4 C 0.439891 0.464167 1.086365
5 C 1.214828 1.073178 -0.040119
6 O 2.312573 0.413036 -0.582664
7 H -2.312336 -0.861414 -1.224723
8 H -1.893771 -1.079450 0.502280
9 H -1.480207 -2.345028 -0.679281
10 H -0.990666 1.296696 -0.526396
11 H 0.552885 -0.626525 1.030765
12 H 0.207813 0.998121 2.008833
13 H 1.352497 2.157674 -0.040540
14 H 2.669297 -0.153131 0.111245

Atoms 1-2, force components in eV/Å:
-0.220 -0.078 -0.097
-0.042 0.202 -0.429

Values from the calculation:
- HOMO-LUMO gap (eV) = 10.524
- SMILES string = CO[C@H]1C[C@H]1O
- HOMO level (Ha) = -0.3476